DFT (ωB97M-V/def2-TZVPD) results for a structure of composition Ca2H20N2O16 in a non-equilibrium geometry.

Positions of all 40 atoms, in Å:
Ca 10.2468 -0.8175 -21.2156
Ca 9.7019 -2.8060 -15.0766
N 9.7473 -0.2203 -17.7197
O 9.5026 -0.2536 -18.9595
O 10.3286 0.7322 -17.2175
O 9.3204 -1.1464 -17.0103
N 9.5211 -4.0449 -20.4080
O 9.3700 -2.7827 -20.2736
O 8.9747 -4.8031 -19.5802
O 10.2529 -4.4807 -21.3037
O 7.7871 -0.4101 -21.2137
H 7.5048 0.0665 -22.0089
H 7.0988 -0.2131 -20.5552
O 7.0345 -2.5140 -18.5257
H 7.6203 -1.7416 -18.5680
H 7.6236 -3.2787 -18.6349
O 11.7788 0.8560 -20.4514
H 12.6756 0.5093 -20.3216
H 11.9178 1.7727 -20.7473
O 10.7675 -3.7599 -16.9678
H 10.4579 -3.7068 -17.8906
H 11.4818 -4.4153 -16.9811
O 13.1965 0.1588 -17.1585
H 13.5983 -0.3412 -17.8774
H 12.3489 0.4619 -17.5089
O 10.5483 3.3169 -18.6407
H 10.9259 2.5229 -18.2545
H 9.6239 3.0970 -18.7923
O 11.5907 2.8192 -15.2909
H 11.2641 2.0545 -15.7719
H 11.0568 3.5572 -15.6096
O 6.5933 0.5256 -18.4284
H 7.2853 1.1218 -18.7398
H 6.3178 0.8953 -17.5815
O 10.1745 -0.5680 -14.3656
H 9.3104 -0.3154 -14.0013
H 10.8074 -0.0088 -13.8858
O 7.4505 -2.6535 -15.3627
H 7.0326 -2.7054 -16.2568
H 6.8081 -3.0678 -14.7636

Net charge: +2
Spin multiplicity: 1
LUMO, eV: -6.99
Total energy, hartree: -2680.0097
HOMO-LUMO gap, eV: 8.059
HOMO level, eV: -15.0